1.
Formula: C45H58BrN4S2SiY
Source: the Open Molecules 2025 dataset
Level of theory: ωB97M-V with the def2-TZVPD basis set

Each line ends with the natural charge from an NBO analysis.
Geometry (Å):
Y (1.503030, -1.020445, 0.038715)  1.67
C (1.952061, -4.191312, 1.472163)  -0.41
N (2.287901, -2.832416, 1.931320)  -0.53
C (3.752583, -2.664225, 1.906587)  -0.22
C (4.165417, -1.211721, 1.994737)  -0.23
N (3.948449, -0.478441, 0.726659)  -0.53
C (4.898236, -0.959294, -0.304510)  -0.41
C (4.175211, 0.956941, 0.913601)  0.08
C (5.260361, 1.393519, 1.666350)  -0.18
C (5.532449, 2.741464, 1.823091)  -0.25
C (4.711459, 3.673117, 1.203868)  -0.20
C (3.639191, 3.244691, 0.443709)  -0.21
C (3.344316, 1.885831, 0.278870)  -0.14
S (1.947482, 1.478867, -0.721099)  -0.39
C (1.770970, -2.617214, 3.283208)  0.16
C (2.114752, -3.525495, 4.284066)  -0.25
C (1.660290, -3.384259, 5.580891)  -0.24
C (0.840979, -2.303947, 5.890406)  -0.19
C (0.502868, -1.395617, 4.907180)  -0.22
C (0.956967, -1.522797, 3.582969)  -0.18
S (0.487051, -0.286758, 2.424906)  -0.40
H (2.385759, -4.964387, 2.112685)  0.18
H (2.326038, -4.327744, 0.462241)  0.23
H (0.868330, -4.312202, 1.465056)  0.21
H (4.128885, -3.118731, 0.989027)  0.22
H (4.212198, -3.199987, 2.745087)  0.20
H (5.223153, -1.187960, 2.274811)  0.19
H (3.593959, -0.711823, 2.780252)  0.24
H (5.922676, -0.942174, 0.084952)  0.19
H (4.840592, -0.305222, -1.169250)  0.24
H (4.646470, -1.965328, -0.633534)  0.22
H (5.914357, 0.677962, 2.145212)  0.20
H (6.376672, 3.056078, 2.421630)  0.21
H (4.906376, 4.732096, 1.312766)  0.21
H (2.990744, 3.960814, -0.043824)  0.22
H (2.755479, -4.366795, 4.050449)  0.21
H (1.942262, -4.104788, 6.336587)  0.21
H (0.471658, -2.171225, 6.899089)  0.21
H (-0.125884, -0.546071, 5.140130)  0.22
N (-2.700259, -2.778287, 0.303229)  -0.54
C (-1.470201, -2.404998, 0.706397)  0.28
N (-0.675741, -2.119852, -0.295855)  -0.61
C (-1.448160, -2.287681, -1.451967)  0.09
C (-1.148408, -2.056594, -2.792963)  -0.18
C (-2.160984, -2.243635, -3.711899)  -0.22
C (-3.447562, -2.649888, -3.323385)  -0.19
C (-3.758739, -2.880677, -1.998031)  -0.26
C (-2.734454, -2.688940, -1.079318)  0.16
H (-3.471603, -2.991059, 0.911052)  0.43
H (-1.186925, -2.316238, 1.744728)  0.25
H (-0.153930, -1.752699, -3.088678)  0.25
H (-1.959563, -2.072199, -4.760767)  0.22
H (-4.210851, -2.784178, -4.077975)  0.22
H (-4.750544, -3.185643, -1.691465)  0.22
C (-4.381775, 4.544035, -1.680051)  -0.61
C (-3.103654, 3.695308, -1.592720)  -0.59
C (-2.979369, 2.852090, -2.874274)  -0.61
C (-1.881385, 4.627525, -1.587312)  -0.61
Si (-3.095582, 2.610712, -0.003545)  1.98
Br (-1.533156, 1.022955, -0.462958)  -0.33
C (-4.737278, 1.631885, 0.290363)  -0.59
C (-5.817729, 2.555154, 0.878938)  -0.61
C (-4.550528, 0.423902, 1.215774)  -0.61
C (-5.258874, 1.070192, -1.039664)  -0.61
C (-2.399961, 3.484421, 1.566834)  -0.59
C (-0.881444, 3.711048, 1.475966)  -0.61
C (-2.608960, 2.583431, 2.797854)  -0.61
C (-3.098400, 4.830267, 1.820346)  -0.61
H (-4.296955, 5.229022, -2.529786)  0.21
H (-4.548156, 5.148378, -0.787341)  0.21
H (-5.269582, 3.931621, -1.842761)  0.21
H (-3.009980, 3.521944, -3.739690)  0.20
H (-3.778975, 2.126027, -2.992887)  0.21
H (-2.031798, 2.315033, -2.904072)  0.23
H (-1.848865, 5.169552, -2.538004)  0.21
H (-0.950519, 4.061838, -1.498085)  0.23
H (-1.913816, 5.369911, -0.791953)  0.20
H (-5.565313, 2.889750, 1.882424)  0.21
H (-6.764911, 2.009174, 0.945177)  0.21
H (-5.992145, 3.436748, 0.262614)  0.21
H (-4.253104, 0.697056, 2.226647)  0.22
H (-3.803115, -0.253845, 0.811241)  0.21
H (-5.503804, -0.114830, 1.279665)  0.20
H (-5.530062, 1.848473, -1.752978)  0.21
H (-6.159767, 0.477312, -0.847367)  0.20
H (-4.523092, 0.409140, -1.505758)  0.22
H (-0.336937, 2.782553, 1.301167)  0.24
H (-0.535584, 4.121101, 2.430037)  0.20
H (-0.602170, 4.415916, 0.696213)  0.21
H (-2.156106, 1.601267, 2.656301)  0.23
H (-3.660618, 2.457420, 3.052683)  0.20
H (-2.119082, 3.042480, 3.661987)  0.21
H (-2.889673, 5.561356, 1.040011)  0.21
H (-2.730097, 5.247659, 2.763390)  0.21
H (-4.180823, 4.727864, 1.908661)  0.21
C (4.578233, -1.722154, -5.270679)  -0.22
C (4.191365, -0.673947, -4.406999)  -0.23
C (3.404203, -0.932668, -3.320478)  -0.19
C (2.948500, -2.245438, -3.015327)  -0.09
C (2.119652, -2.496316, -1.861781)  -0.53
C (1.619032, -3.783799, -1.776731)  -0.26
C (1.940777, -4.822260, -2.681667)  -0.22
C (2.785973, -4.584433, -3.722716)  -0.20
C (3.302842, -3.280955, -3.925744)  -0.07
C (4.136379, -2.991091, -5.036498)  -0.19
H (5.207768, -1.512306, -6.126208)  0.21
H (4.513928, 0.338970, -4.613458)  0.21
H (3.090575, -0.119428, -2.673861)  0.23
H (0.919317, -4.037129, -0.986591)  0.19
H (1.512704, -5.809229, -2.542279)  0.20
H (3.052869, -5.372327, -4.418039)  0.20
H (4.405206, -3.798768, -5.708187)  0.20

Forces on the atoms, in the same order (eV/Å):
Y 0.39 -0.05 0.14
C -0.04 -0.04 0.01
N -0.16 0.16 -0.23
C 0.08 0.00 0.07
C 0.02 -0.02 -0.01
N -0.05 -0.01 0.15
C -0.01 0.06 -0.03
C -0.09 0.00 -0.05
C 0.02 0.03 0.05
C -0.02 0.00 -0.02
C -0.03 -0.04 -0.03
C 0.01 -0.01 0.03
C -0.04 0.02 0.00
S 0.08 -0.07 -0.03
C 0.01 -0.02 0.05
C 0.03 -0.04 0.04
C -0.02 0.04 -0.03
C 0.01 0.01 -0.06
C -0.01 -0.02 0.01
C -0.03 0.06 0.02
S 0.05 0.06 0.17
H -0.01 0.00 0.00
H 0.04 -0.02 0.03
H 0.01 -0.02 0.02
H -0.02 0.00 0.00
H -0.01 -0.06 -0.04
H 0.01 0.00 0.00
H 0.02 0.01 -0.01
H 0.00 0.01 0.00
H -0.02 0.01 -0.01
H 0.00 -0.01 -0.02
H 0.00 -0.01 -0.01
H 0.01 0.00 0.00
H -0.01 0.01 0.00
H 0.01 0.02 0.01
H 0.01 0.01 -0.01
H 0.00 0.00 0.01
H -0.01 0.02 0.01
H 0.00 0.00 0.01
N -0.10 0.03 0.00
C 0.04 -0.05 -0.03
N -0.03 0.04 -0.09
C -0.15 0.00 0.16
C 0.04 -0.04 0.05
C 0.00 0.00 -0.01
C 0.03 0.00 0.04
C -0.01 -0.01 -0.02
C 0.09 0.04 -0.02
H 0.01 0.00 0.01
H -0.04 -0.02 0.00
H 0.01 0.01 -0.04
H 0.00 0.00 0.00
H 0.00 0.01 -0.01
H -0.01 0.00 -0.01
C 0.06 -0.01 -0.04
C 0.05 -0.06 0.05
C -0.02 0.03 0.04
C 0.00 -0.04 -0.04
Si 0.15 -0.04 0.07
Br -0.31 -0.10 -0.03
C 0.03 0.17 -0.12
C 0.05 -0.08 -0.03
C -0.07 0.08 0.09
C 0.07 -0.03 -0.07
C -0.03 -0.15 0.02
C -0.01 0.07 -0.07
C -0.05 0.06 -0.06
C 0.04 -0.07 0.03
H -0.01 0.01 0.00
H 0.01 0.04 0.05
H 0.01 0.03 0.00
H -0.01 0.03 0.01
H -0.06 -0.06 0.00
H -0.02 0.01 -0.02
H -0.01 0.00 -0.01
H -0.02 0.03 -0.01
H -0.01 0.01 0.03
H 0.03 0.04 0.12
H 0.01 -0.01 0.00
H -0.02 0.03 -0.01
H -0.03 -0.05 -0.07
H 0.10 -0.11 -0.01
H 0.02 0.01 0.01
H 0.02 -0.02 0.01
H -0.01 0.01 0.02
H -0.02 0.02 -0.04
H 0.02 0.03 0.03
H -0.01 0.02 0.01
H 0.01 0.01 -0.02
H 0.03 -0.06 0.01
H -0.05 0.02 0.00
H 0.01 0.04 -0.01
H -0.01 0.01 -0.03
H -0.01 0.01 -0.01
H -0.05 0.00 0.01
C 0.00 0.05 0.00
C 0.00 -0.04 -0.01
C -0.01 -0.02 0.05
C -0.01 -0.05 -0.06
C -0.05 -0.08 -0.04
C 0.09 0.11 -0.12
C -0.03 -0.07 -0.01
C 0.03 0.02 -0.01
C -0.02 0.07 0.04
C -0.02 -0.03 0.03
H 0.00 0.00 0.00
H 0.00 0.01 0.00
H 0.03 -0.01 -0.03
H -0.04 -0.02 -0.03
H 0.00 0.00 0.00
H 0.00 0.00 -0.01
H 0.00 -0.01 0.00

maximum force: 0.413 eV/Å
DFT total energy: -5667.0031 a.u.

***

2.
Formula: C45H61BN9O5PS3
Source: the Open Molecules 2025 dataset
Level of theory: ωB97M-V with the def2-TZVPD basis set

Each line ends with the Mulliken charge.
Geometry (Å):
C (5.377780, -1.890185, 2.990606)  -1.42
C (4.525117, -1.067320, 2.008459)  0.27
P (2.806111, -1.722436, 1.979230)  -0.50
C (2.287313, -1.536371, 3.736239)  0.04
C (2.400962, -0.095290, 4.292058)  -1.68
C (1.728872, -0.456126, 1.140860)  0.26
C (0.255716, -0.899333, 1.316566)  -1.93
C (-0.110768, -2.163031, 0.519892)  -0.25
C (-0.809251, -3.261961, 1.353336)  -0.94
C (-2.337334, -3.383894, 1.171448)  -0.79
C (-3.066974, -2.921084, 2.418887)  -0.33
N (-4.518335, -2.860980, 2.203975)  -0.68
C (-0.641235, 0.350476, 1.171258)  0.99
S (-2.332953, 0.057164, 0.536821)  -0.20
N (-0.730569, 0.956040, 2.515212)  -0.66
C (-1.150031, 2.093871, 2.628393)  0.53
S (-1.752305, 3.501710, 2.872094)  -0.38
O (-0.072741, 1.369068, 0.336852)  -0.27
S (0.690073, 0.859377, -0.963368)  0.78
O (-0.191130, -0.046926, -1.645166)  -0.23
O (1.073612, 2.028426, -1.685166)  -0.50
C (2.129484, -0.018237, -0.297725)  0.56
C (3.261004, 1.025573, -0.242404)  -2.19
O (2.892031, 2.100227, 0.586563)  -0.18
C (3.337847, 3.362340, 0.126648)  -0.83
B (2.581828, -1.113837, -1.398290)  0.95
N (3.222287, -2.410667, -1.165219)  -0.69
O (2.431854, -0.709444, -2.683270)  -0.93
H (6.253533, -2.307151, 2.496754)  0.33
H (4.822066, -2.733951, 3.398645)  0.36
H (5.734863, -1.283372, 3.819349)  0.31
H (4.527581, -0.006418, 2.267609)  0.36
H (4.978752, -1.138877, 1.022025)  -0.08
H (1.280845, -1.926469, 3.841460)  0.22
H (2.917581, -2.186745, 4.334141)  0.71
H (2.794467, 0.620437, 3.571688)  0.46
H (3.069864, -0.072986, 5.152216)  0.31
H (1.441116, 0.288715, 4.634986)  0.35
H (1.809757, 0.456190, 1.740150)  1.12
H (0.174077, -1.162952, 2.365197)  1.22
H (0.807210, -2.624754, 0.163128)  -0.25
H (-0.715585, -1.951706, -0.356881)  0.37
H (-0.365706, -4.218354, 1.078357)  0.52
H (-0.601099, -3.127931, 2.417631)  0.07
H (-2.664494, -2.802034, 0.310173)  0.40
H (-2.596958, -4.428307, 0.998807)  0.32
H (-2.871137, -3.633987, 3.222580)  0.35
H (-2.678184, -1.945091, 2.732176)  0.16
H (-4.731602, -2.605485, 1.248536)  0.24
H (-4.951761, -2.191836, 2.824643)  0.25
H (-3.032462, 0.189198, 1.669093)  0.18
H (4.187909, 0.553297, 0.091688)  0.42
H (3.447716, 1.379453, -1.259542)  0.69
H (4.412522, 3.490453, 0.282246)  0.26
H (2.821782, 4.114614, 0.718759)  0.30
H (3.082063, 3.522819, -0.920885)  0.31
H (4.145045, -2.274982, -0.759314)  0.19
H (2.731207, -2.990712, -0.492560)  0.40
H (2.519979, -1.480608, -3.262478)  0.27
C (-1.312233, 6.328473, -2.813547)  -0.54
C (-0.810036, 5.044886, -2.681251)  -0.26
C (0.553580, 4.843787, -2.849571)  -0.41
N (1.410572, 5.826022, -3.132687)  -0.53
C (0.911707, 7.054395, -3.257075)  -0.27
C (-0.432927, 7.358801, -3.108302)  -0.34
H (-2.370099, 6.523169, -2.688445)  0.42
H (-1.458715, 4.209979, -2.449138)  0.49
H (0.969689, 3.849553, -2.745231)  0.79
H (1.630118, 7.833625, -3.489316)  0.36
H (-0.779178, 8.377396, -3.220169)  0.37
C (10.334282, -1.185129, 0.522533)  -0.16
C (9.931414, 0.138581, 0.589122)  -0.55
C (8.625547, 0.449366, 0.241168)  -0.12
N (7.733958, -0.455032, -0.157895)  -0.30
C (8.136883, -1.723040, -0.217633)  -0.04
C (9.417938, -2.139201, 0.110647)  -0.64
H (11.344915, -1.468495, 0.786454)  0.37
H (10.612754, 0.916877, 0.903876)  0.36
H (8.272151, 1.473802, 0.282470)  0.36
H (7.392881, -2.440733, -0.547830)  0.35
H (9.687551, -3.184151, 0.043502)  0.38
C (-3.637232, 2.671083, -4.092468)  -0.71
C (-3.147631, 1.813438, -3.120824)  -0.20
C (-4.050026, 1.231931, -2.241551)  -0.21
N (-5.363214, 1.451230, -2.271667)  -0.52
C (-5.820461, 2.281125, -3.209499)  -0.04
C (-5.001905, 2.909728, -4.138700)  -0.59
H (-2.967067, 3.143852, -4.800045)  0.54
H (-2.089981, 1.593796, -3.040348)  0.69
H (-3.686641, 0.559268, -1.472784)  0.39
H (-6.892774, 2.444873, -3.208060)  0.26
H (-5.428786, 3.571178, -4.880727)  0.39
C (-11.861976, 2.859015, -2.175708)  -0.14
C (-11.063974, 3.962557, -1.920402)  -0.50
C (-9.690140, 3.782768, -1.862148)  -0.14
N (-9.092142, 2.606221, -2.035054)  -0.36
C (-9.871883, 1.555321, -2.277423)  -0.08
C (-11.254632, 1.627447, -2.358970)  -0.55
H (-12.938563, 2.957195, -2.230479)  0.36
H (-11.494258, 4.943136, -1.769653)  0.35
H (-9.030964, 4.621977, -1.666982)  0.35
H (-9.357408, 0.609680, -2.410890)  0.35
H (-11.837394, 0.739151, -2.560423)  0.35
C (-0.665032, -1.044583, -4.598895)  0.33
C (0.408565, -0.951087, -5.471871)  -0.84
C (0.367152, -1.677795, -6.652904)  -0.30
N (-0.647735, -2.466928, -6.999686)  -0.59
C (-1.671609, -2.546758, -6.152095)  -0.25
C (-1.730218, -1.859797, -4.948347)  -0.66
H (-0.667419, -0.493881, -3.669134)  0.71
H (1.259774, -0.323921, -5.240263)  0.55
H (1.186956, -1.627150, -7.361953)  0.35
H (-2.485299, -3.196058, -6.457575)  0.35
H (-2.590835, -1.961868, -4.300521)  0.41
C (0.320862, -5.056401, 7.964611)  -0.12
C (0.447930, -3.680608, 7.861863)  -0.77
C (0.814851, -3.143611, 6.637368)  0.03
N (1.055447, -3.876011, 5.552602)  -0.14
C (0.930538, -5.196696, 5.667000)  -0.23
C (0.566545, -5.833337, 6.843887)  -0.63
H (0.035043, -5.515365, 8.902196)  0.38
H (0.266615, -3.035291, 8.710316)  0.37
H (0.922826, -2.069836, 6.514839)  0.30
H (1.133517, -5.769059, 4.768296)  0.42
H (0.478562, -6.910460, 6.878258)  0.36

Forces on the atoms, in the same order (eV/Å):
C 0.02 -0.04 -0.05
C 0.02 0.36 0.23
P -0.10 -1.38 -0.36
C 0.31 1.23 -0.04
C -0.07 -0.17 0.27
C 0.11 0.64 0.43
C 0.38 -0.27 -0.59
C -0.25 -0.42 0.23
C -0.27 -0.12 -0.27
C 0.31 -0.05 0.39
C -0.54 0.20 -0.11
N 0.18 -0.21 0.01
C -0.37 -0.07 1.20
S -0.13 -0.19 -0.24
N -0.08 0.44 -0.89
C -0.08 -0.28 0.36
S 0.09 0.12 0.02
O 0.36 -0.07 -0.02
S 0.08 0.10 -1.05
O -0.13 -0.24 0.50
O 0.09 0.05 0.34
C -0.24 -0.02 0.34
C 0.09 0.14 -0.44
O 0.00 -0.15 0.14
C -0.02 0.19 0.19
B -0.08 -0.15 -0.16
N -0.17 0.14 0.17
O -0.21 -0.12 0.00
H 0.05 0.04 -0.05
H 0.02 -0.05 0.07
H -0.06 0.02 0.09
H 0.12 0.03 0.05
H -0.15 0.00 -0.14
H -0.02 -0.16 0.01
H -0.02 -0.28 -0.13
H 0.00 0.04 -0.06
H 0.05 0.02 0.03
H -0.08 0.02 -0.08
H 0.07 0.04 -0.04
H -0.25 0.11 0.08
H 0.16 0.21 -0.10
H 0.06 0.13 -0.05
H 0.10 -0.03 0.03
H 0.16 -0.02 0.04
H -0.04 -0.01 -0.06
H -0.11 -0.01 -0.14
H 0.11 0.05 0.11
H 0.20 -0.02 0.02
H -0.02 0.14 0.03
H -0.10 -0.02 -0.05
H 0.26 0.05 0.21
H -0.01 0.00 0.14
H -0.06 0.05 -0.04
H 0.08 -0.08 -0.10
H -0.04 -0.01 0.05
H 0.02 -0.08 -0.09
H 0.08 -0.15 -0.16
H 0.11 0.05 0.14
H 0.29 0.19 -0.06
C -0.03 0.01 0.00
C -0.02 0.00 0.01
C 0.06 0.01 -0.04
N -0.05 0.00 0.01
C 0.05 -0.01 0.00
C -0.01 -0.01 0.00
H 0.00 0.00 0.00
H 0.02 0.00 0.01
H -0.03 0.15 -0.05
H -0.03 0.03 0.01
H 0.01 0.01 -0.01
C 0.01 0.00 0.00
C 0.00 -0.03 0.00
C -0.07 0.04 -0.01
N -0.05 -0.05 0.04
C -0.06 0.02 -0.01
C 0.01 0.01 0.01
H 0.00 0.00 0.00
H -0.01 0.01 0.00
H 0.03 0.01 0.01
H 0.03 -0.03 0.00
H -0.01 -0.01 -0.01
C 0.01 0.02 -0.03
C 0.02 0.02 -0.01
C 0.01 -0.05 -0.03
N 0.05 -0.01 -0.04
C -0.04 -0.02 -0.01
C 0.03 -0.01 0.03
H 0.00 0.00 0.00
H -0.01 -0.02 0.02
H -0.14 0.08 -0.19
H 0.02 0.03 0.03
H -0.02 0.00 0.00
C -0.01 0.00 0.00
C -0.01 -0.02 0.00
C 0.06 0.00 0.01
N -0.10 0.05 -0.04
C 0.07 -0.05 0.01
C -0.01 0.03 0.01
H 0.00 0.00 0.00
H 0.01 0.01 0.00
H -0.03 0.02 0.00
H -0.02 -0.01 -0.01
H 0.01 -0.01 0.00
C -0.03 0.04 -0.04
C -0.01 -0.04 0.00
C 0.01 -0.02 -0.04
N 0.00 0.01 0.03
C 0.00 -0.03 -0.03
C 0.03 -0.01 -0.02
H 0.01 -0.04 -0.04
H -0.01 0.03 -0.02
H 0.02 0.02 0.02
H -0.02 0.01 0.03
H -0.01 0.00 -0.01
C 0.00 -0.01 0.01
C 0.00 -0.02 0.00
C 0.02 0.05 -0.06
N -0.07 -0.12 0.07
C 0.01 0.01 -0.05
C 0.00 0.02 0.02
H 0.00 0.00 0.00
H 0.00 0.01 -0.01
H 0.00 0.00 0.03
H -0.01 -0.03 0.02
H 0.00 0.00 -0.01

structure (SMILES): CCP(CC)[C@@H]1[C@H](CCCCN)[C@@](S)(N=C=S)OS(=O)(=O)[C@]1(COC)B(N)O.c1ccncc1.c1ccncc1.c1ccncc1.c1ccncc1.c1ccncc1.c1ccncc1
ΔE to the lowest compared entry with this formula, charge and spin: 0.0 kJ/mol
maximum force: 1.427 eV/Å
DFT total energy: -4181.0907 a.u.

***

Number 1: LUMO 0.4 eV. Number 2: LUMO 0.1 eV.